The following is a DFT calculation (ωB97M-V with the def2-TZVPD basis set) of a structure of composition C19H38CdN4O2P at a distorted geometry.

Calculated values
Orbital gap, eV: 8.8
Charge: +1
2S+1: 1
E_LUMO, eV: -2.665
Highest occupied orbital energy, eV: -11.506

Structure (XYZ):
```
65
Properties=species:S:1:pos:R:3:mulliken_charge:R:1
Cd -0.5438 -1.1296 0.2112 1.6687
P 1.8469 0.6897 -1.7683 0.3948
O 1.3042 -0.5516 -1.1641 -1.4574
O -2.0399 0.5308 -0.6721 -0.7329
N -3.3703 0.6365 -2.4685 -0.3590
N 3.0407 0.2760 -2.8743 0.3885
N 0.6742 1.5140 -2.6201 0.6373
N 2.3660 1.7595 -0.5738 0.3144
C -4.2978 -2.1594 3.1980 -1.8076
C 0.0040 -2.3299 3.1223 -1.0509
C 3.9354 -0.8152 -2.5542 -1.0139
C 0.1637 0.0497 3.0386 -0.5696
C 0.8013 -1.1853 3.1564 1.1695
C 2.2769 -1.2931 3.3965 -1.7037
C -2.0251 -1.0116 2.9974 0.5176
C -3.8921 0.0637 4.2462 -1.4817
C -2.7097 -0.0419 -1.5241 0.6998
C 0.2531 0.8935 -3.8587 -1.3051
C -3.5304 -0.8459 3.0648 0.9279
C 0.4722 2.9409 -2.5890 -1.0517
C 3.6144 1.2416 -3.7847 -1.0165
C -1.3825 -2.2462 3.0675 -0.2664
C -1.2184 0.1279 2.9361 -0.9062
C 3.2668 2.8442 -0.9180 -1.0691
C -1.7204 -2.3775 -1.1075 -1.0790
C 2.6790 1.1861 0.7184 -0.9707
C -2.9204 -1.5540 -1.5613 -0.7578
H -3.9475 0.1709 -3.1489 0.1899
H -3.8537 -0.3504 2.1393 0.0910
H 0.4378 -0.1788 -3.7970 0.4088
H 3.4300 -1.4856 -1.8645 0.2456
H 4.5763 1.6259 -3.4294 0.3106
H 2.7440 -0.3129 3.4412 0.3503
H 4.1751 -1.3605 -3.4683 0.3737
H 2.4559 -1.8001 4.3428 0.5082
H 2.7623 -1.8822 2.6204 0.3209
H 4.8703 -0.4644 -2.1037 0.2974
H 3.7264 0.8681 0.7867 0.3128
H -3.3350 1.6441 -2.4823 0.2777
H -3.4488 -0.3169 5.1635 0.3804
H -1.6824 1.1031 2.8965 0.2813
H 4.3160 2.5404 -0.8320 0.2847
H 2.9365 2.0782 -3.9273 0.2766
H 3.0975 3.6793 -0.2342 0.3369
H 3.0842 3.1848 -1.9317 0.3730
H -5.3655 -1.9533 3.2145 0.4442
H -1.9530 -3.1586 3.1476 0.4237
H -1.0847 -2.6163 -1.9613 0.3939
H -0.5932 3.1517 -2.6965 0.2933
H 0.7454 0.9610 3.0976 0.3103
H -3.2185 -1.8314 -2.5759 0.4210
H 0.8023 3.3266 -1.6322 0.3410
H -4.0417 -2.6641 4.1270 0.4014
H -3.5398 1.0780 4.0888 0.3570
H -2.0474 -3.3022 -0.6361 0.4776
H 3.7769 0.7614 -4.7522 0.3366
H 2.4936 1.9332 1.4923 0.4277
H -4.9712 0.1020 4.3711 0.4413
H 1.0013 3.4544 -3.3997 0.3013
H -4.1026 -2.8287 2.3633 0.3822
H 0.7866 1.2978 -4.7288 0.2969
H -0.8177 1.0642 -4.0065 0.3714
H -3.7693 -1.7503 -0.8952 0.2629
H 0.4723 -3.3001 3.2097 0.4588
H 2.0363 0.3220 0.8852 0.1184
```

---

The following is a DFT calculation (ωB97M-V with the def2-TZVPD basis set) of a cluster of 6 separate species, C36H81NO3 in total.

Calculated values
Orbital gap, eV: 9.9
2S+1: 1
E_LUMO, eV: 0.526
Highest occupied orbital energy, eV: -9.380
SMILES string: CN(C)C(=O)CCOC=O.CCCCCC.CCCCCC.CCCCCC.CCCCCC.CCCCCC

Structure (XYZ):
```
121
Properties=species:S:1:pos:R:3:mulliken_charge:R:1
O 0.1108 3.6807 -1.5405 -0.6075
O -4.4612 1.8533 2.2913 -0.4870
O -2.8524 2.9567 1.1753 -0.1435
N 0.0746 3.0758 0.6941 0.9664
C 3.0831 8.2219 5.4538 -0.4299
C 0.9664 1.9232 0.8477 -1.0098
C 3.0593 -1.2794 -0.5268 -1.4961
C -2.3325 -5.7686 -5.9341 -0.6873
C 0.7446 4.3269 1.0532 -0.9976
C -3.1088 -4.5256 -3.8411 -1.2196
C -2.3058 -0.0781 -7.2346 -1.2408
C -0.9174 2.7242 4.4083 -1.1274
C -1.7370 2.3494 -0.8551 -0.4548
C 0.5513 -5.1533 -1.3825 -0.7372
C -3.4369 -6.8277 -5.9292 -0.9496
C -0.4325 3.1067 -0.6414 0.1738
C 0.1952 -1.1847 -4.6851 0.2153
C 1.3233 -2.1779 -4.9424 -1.2584
C -1.9594 -5.2279 -4.5553 0.8198
C 1.7745 -1.7282 -1.2124 0.5571
C -1.9073 -8.8303 -5.5145 -1.2009
C 0.0769 1.5660 4.3659 0.9591
C -1.5061 -2.3031 -6.2715 -0.2707
C 2.6075 7.4924 4.1982 -0.9046
C 0.7091 -2.2677 -0.2628 0.0619
C -3.1422 -8.0548 -5.0676 -0.3837
C 2.5880 0.7409 7.0089 -1.3898
C 1.1068 -3.5222 0.5138 -1.0598
C -1.3623 -1.2668 -7.3848 -0.8444
C 1.5804 6.3868 4.4504 -0.1574
C 0.0576 1.0796 6.8974 -0.9486
C 1.9637 8.9386 6.2017 -1.2011
C 3.2627 4.5235 4.9282 -0.9624
C -1.2000 -1.7809 -4.8674 0.0040
C 1.5773 -4.6858 -0.3565 -0.5776
C -4.0417 2.8447 1.7816 -0.0030
C 2.0387 5.2939 5.4145 0.4601
C 1.4219 1.7107 7.1700 0.7490
C -2.4123 1.8247 0.3978 -0.3799
C -0.1237 0.5388 5.4786 -1.1095
H 3.4751 7.0748 3.6797 0.3517
H 1.4305 1.9685 1.8364 0.3063
H -1.3225 -2.6068 -4.1585 -0.5098
H 2.4958 -4.4083 -0.8826 0.2189
H 1.2227 -3.0558 -4.2985 0.0733
H 2.2943 -1.7237 -4.7392 0.4421
H -2.1055 0.4836 -6.3207 0.2802
H 0.5624 -0.2976 5.3176 0.3547
H -3.4952 -3.7005 -4.4451 0.1603
H -1.7428 1.2060 1.0011 0.0028
H 3.8435 8.9513 5.1631 0.4029
H 1.2122 8.2389 6.5709 0.2829
H 0.2436 -3.8397 1.1075 0.4159
H -3.0277 -7.7581 -4.0211 0.2061
H -0.1926 -2.4774 -0.8477 0.2580
H 3.7620 -0.8598 -1.2477 0.4382
H -1.9458 -1.0327 -4.5829 0.4796
H 0.0031 5.1245 1.1547 0.4139
H 3.5228 3.7280 5.6290 0.2710
H 1.1007 1.9563 4.3907 -0.0170
H 2.1694 8.2217 3.5092 0.4316
H -2.7815 -4.1130 -2.8848 0.2899
H -1.0016 -8.2265 -5.4373 0.2738
H 0.2682 -0.8201 -3.6578 -0.2438
H -1.7598 -9.7202 -4.9012 0.3878
H 3.5665 -2.1005 -0.0175 0.3524
H 1.2147 4.5889 5.5541 -0.4935
H -3.9357 -5.2076 -3.6365 0.4632
H -0.3294 -0.9100 -7.4320 0.2989
H 0.3230 -0.3093 -5.3279 0.3985
H 0.3385 -4.3662 -2.1102 -0.1181
H 1.4243 2.1026 8.1908 0.4766
H -2.2016 0.6135 -8.0716 0.3999
H 1.3315 -2.5210 -5.9783 0.3768
H 1.3221 5.9286 3.4911 -0.2945
H 2.4706 -0.1227 7.6673 0.3653
H -4.0114 -8.7170 -5.0996 0.4037
H -1.1316 0.1208 5.3915 0.4284
H 2.2424 5.7219 6.4000 0.4394
H -3.2822 1.2149 0.1357 0.5705
H -2.6532 -4.9343 -6.5667 0.1418
H -0.8121 3.3139 5.3212 0.2860
H -0.8585 -3.1568 -6.4935 0.3358
H -3.6112 -7.1520 -6.9602 0.4270
H -3.3463 -0.4095 -7.2030 0.2935
H -1.5528 1.5250 -1.5556 0.1571
H -4.3751 -6.3764 -5.5948 0.3387
H -4.6004 3.7919 1.7556 0.4012
H 3.5351 1.2221 7.2579 0.4222
H -0.3913 -5.4405 -0.9107 0.3394
H -1.1331 -4.5214 -4.6752 -0.5286
H 1.5019 4.6353 0.3208 0.4463
H 1.3448 -0.8790 -1.7504 0.0609
H 3.0733 4.0639 3.9543 0.0103
H 1.4604 9.6577 5.5516 0.2943
H -1.5556 -1.7584 -8.3419 0.4572
H -0.0998 0.2578 7.6034 0.4405
H -1.9439 2.3526 4.3636 0.3482
H 1.9996 -2.4836 -1.9704 0.0853
H 0.4054 0.9821 0.8009 0.0171
H 2.6690 0.3731 5.9844 0.2854
H 0.6533 6.8264 4.8287 0.4041
H -0.7689 3.3945 3.5591 0.1572
H -0.0330 1.0533 3.4064 -0.2007
H 3.5814 7.5197 6.1283 0.2232
H -1.5750 -6.0352 -3.9249 0.3881
H 1.2296 4.1894 2.0243 -0.1280
H 2.8410 -0.5089 0.2173 0.1710
H -0.7240 1.8132 7.1129 0.3364
H 1.8460 -5.5167 0.3009 0.4049
H 2.3535 9.4834 7.0625 0.3870
H -1.4360 -6.1763 -6.4094 0.3917
H -2.5292 -2.6948 -6.2803 0.2985
H -2.0062 -9.1536 -6.5532 0.2942
H 0.4261 -1.4890 0.4544 -0.1829
H -2.4145 3.0451 -1.3642 0.3416
H 1.8956 -3.2848 1.2333 0.3586
H 1.5729 2.5731 6.5157 -0.7614
H 1.7655 1.8942 0.0911 0.3693
H 0.9228 -6.0137 -1.9410 0.4603
H 4.1359 5.1704 4.8308 0.4624
```

---

The following is a DFT calculation (ωB97M-V with the def2-TZVPD basis set) of the molecule C3H8N2S at a distorted geometry.

Calculated values
Orbital gap, eV: 9.4
2S+1: 1
E_LUMO, eV: 0.842
Energy relative to the best compared isomer or geometry (same formula, charge and spin), kcal/mol: 79.7
Highest occupied orbital energy, eV: -8.568
SMILES string: CN/N=C\SC

Structure (XYZ):
```
14
Properties=species:S:1:pos:R:3:mulliken_charge:R:1
S -1.0084 -0.9526 1.1437 -0.1367
N 0.7884 0.1673 -1.2154 -0.0585
N 0.9143 -1.0428 -0.8355 -0.4766
C -0.5302 0.7580 -1.4249 -0.7591
C -0.1039 0.4705 1.9288 -0.7387
C 0.2760 -1.5916 0.0449 -0.0728
H 0.6433 -2.6483 0.4466 0.3219
H -1.1392 -0.1922 -1.8491 0.2847
H 0.8113 0.2943 2.4802 0.3061
H -0.9638 0.9609 -0.3989 0.2105
H 1.4136 0.1550 -1.9648 0.2881
H -0.4736 1.5759 -2.0734 0.3390
H -0.9140 0.8531 2.6230 0.2256
H 0.2863 1.1925 1.0948 0.2664
```

---

The following is a DFT calculation (ωB97M-V with the def2-TZVPD basis set) of a structure of composition C16H20AlClN2O13S at a distorted geometry.

Calculated values
Orbital gap, eV: 4.4
Charge: -2
2S+1: 1
E_LUMO, eV: 4.192
Highest occupied orbital energy, eV: -0.232

Structure (XYZ):
```
54
Properties=species:S:1:pos:R:3:mulliken_charge:R:1
Cl -2.0262 -4.0421 2.8281 -0.3610
S -1.4415 1.0711 4.2362 -0.2753
Al 0.2152 -0.6959 1.0328 -0.9294
O 2.5150 -5.5093 -3.8201 -0.3576
O 1.1753 4.2984 -0.2546 -0.3180
O 1.0618 -7.2262 -3.9073 -0.5868
O -2.4157 1.4837 -1.2728 -0.1618
O 1.4566 3.9935 1.9614 -0.5756
O 1.1444 -5.8842 -2.1023 -0.3203
O 1.5872 0.3070 -1.2789 -0.8375
O 2.9487 3.1682 0.5023 -0.3492
O -0.4074 -2.3418 4.0485 -0.5071
O -0.8163 2.2311 0.1275 -0.1459
O 2.4923 -1.6124 -0.5603 -0.8080
O -2.8054 -0.3976 2.4125 0.1344
O -1.9104 3.6713 -1.2292 -0.3391
N -3.9922 1.1983 3.1904 -0.3942
N -4.7356 0.5283 2.2758 -0.5551
C 2.6498 -4.3673 -2.9459 -0.2833
C 2.9157 2.9586 -0.9126 0.3173
C -1.6257 2.4326 -0.7008 0.2207
C 2.0199 4.0836 -1.3814 -0.3961
C 2.0882 -4.8906 -1.6539 0.2518
C 0.2030 -2.6367 1.7751 -0.5451
C -2.7666 3.4774 -2.3468 -0.4154
C 1.6463 -0.6717 -0.4744 1.0120
C 1.8297 3.8457 0.8459 0.7267
C -3.9727 -0.4197 1.8193 -0.0409
C -2.8171 0.6509 3.2669 0.4313
C 0.8346 0.5333 2.5537 -0.6876
C 1.5293 -6.2926 -3.3267 0.6680
C -0.1346 1.6195 3.0626 -0.2698
C -0.5975 -2.8459 2.9825 0.5123
C -3.4076 2.1411 -2.0456 -0.3802
H 2.5747 5.0054 -1.5899 0.2692
H 3.9179 3.0127 -1.3357 0.2716
H -2.1616 3.4535 -3.2576 0.2625
H 1.4326 3.8169 -2.2576 0.2853
H 0.4609 2.3087 3.6721 0.4594
H -4.3168 2.2399 -1.4456 0.2845
H 2.0688 -3.5377 -3.3477 0.2831
H -3.6358 1.5702 -2.9443 0.2870
H 1.7351 1.0285 2.1741 0.4978
H 1.1062 -0.0727 3.4270 0.5246
H -3.4913 4.2872 -2.4228 0.2770
H 1.5985 -4.1128 -1.0704 -0.1670
H 1.2374 -2.8467 2.0601 0.2362
H 2.4934 1.9661 -1.1135 -0.1208
H -1.1610 -0.2790 0.3382 -0.1827
H -0.5467 2.2136 2.2581 -0.1688
H -4.2098 -1.1433 1.0648 0.4598
H 2.8414 -5.3801 -1.0335 0.1931
H -0.0720 -3.3292 0.9781 0.3279
H 3.6877 -4.0608 -2.8619 0.2863
```